Entry 1:
{"formula": "C9H26N7O4", "method": "the ωB97M-V functional and the def2-TZVPD basis", "total_charge": -1, "e_lumo_ev": 2.350, "species": ["N", "C", "C", "C", "C", "C", "C", "O", "H", "H", "H", "H", "H", "H", "H", "H", "H", "H", "H", "H", "H", "H", "C", "O", "N", "N", "H", "H", "H", "H", "C", "O", "N", "N", "H", "H", "H", "H", "C", "O", "N", "N", "H", "H", "H", "H"], "positions_angstrom": [[3.144244, 0.102827, 1.544143], [2.369885, -0.140995, 0.287125], [2.215505, -1.590816, -0.098816], [0.964342, -2.279001, 0.497992], [-0.347503, -1.556111, 0.190390], [-0.839664, -0.584956, 1.265647], [-1.889271, 0.390792, 0.722468], [-3.019915, 0.574789, 1.600962], [2.644583, -0.282634, 2.340084], [3.253309, 1.101180, 1.708523], [1.387293, 0.358016, 0.322310], [2.929901, 0.389346, -0.493541], [3.075485, -2.106790, 0.359029], [0.999597, -2.486067, 1.592274], [0.896038, -3.268702, 0.034642], [-1.153593, -2.294907, 0.069245], [-0.253266, -1.056448, -0.781191], [-1.331555, -1.149043, 2.064282], [-0.013146, -0.040843, 1.723848], [-2.240781, 0.024194, -0.247100], [-1.462728, 1.387843, 0.599074], [-3.596055, -0.184444, 1.484960], [2.428494, -1.251028, -4.014478], [2.470012, -0.222990, -3.365135], [2.298442, -1.242303, -5.391128], [2.495258, -2.477836, -3.433458], [2.252096, -2.076601, -5.942669], [2.239346, -0.348801, -5.840333], [2.535412, -2.490761, -2.402716], [2.468060, -3.330353, -3.959142], [-1.649213, 1.313317, 5.398831], [-0.783824, 1.433536, 6.250356], [-2.979280, 1.518985, 5.690865], [-1.403591, 0.973366, 4.106892], [-3.708584, 1.430445, 5.009622], [-3.207421, 1.771352, 6.632517], [-0.453241, 0.810532, 3.829922], [-2.130418, 0.874417, 3.413422], [-1.307824, 2.467977, -3.327583], [-1.304863, 2.986364, -4.434465], [-2.362971, 2.637344, -2.458721], [-0.301549, 1.693164, -2.854944], [-2.393477, 2.226222, -1.544638], [-3.126222, 3.205015, -2.770836], [0.505331, 1.523894, -3.433021], [-0.312679, 1.267517, -1.945505]], "forces_ev_per_angstrom": [[-0.140, 0.055, 0.066], [0.309, -0.038, -0.436], [-0.308, -0.487, 0.417], [0.328, 0.111, -0.263], [-0.263, -0.306, 0.103], [-0.286, 0.023, -0.008], [0.146, -0.090, 0.137], [-0.018, 0.146, -0.092], [0.018, -0.029, -0.001], [-0.067, -0.001, 0.067], [-0.003, 0.064, -0.103], [0.047, 0.053, 0.050], [0.146, -0.058, -0.282], [-0.146, 0.121, 0.059], [0.002, -0.078, 0.108], [-0.039, 0.046, -0.096], [0.158, 0.089, 0.047], [0.140, -0.063, 0.056], [0.053, -0.034, -0.031], [-0.068, 0.101, -0.031], [-0.023, 0.016, -0.100], [-0.001, -0.092, 0.068], [-0.081, -0.404, 0.347], [-0.093, 0.574, -0.427], [0.043, 0.038, -0.047], [0.153, 0.036, 0.185], [-0.019, -0.012, 0.019], [-0.004, 0.008, 0.012], [-0.174, 0.346, 0.131], [-0.028, 0.020, -0.047], [-0.017, 0.015, -0.048], [-0.004, 0.006, 0.026], [-0.027, -0.013, 0.016], [-0.058, 0.055, 0.025], [0.023, 0.009, -0.026], [0.017, 0.002, 0.008], [0.031, -0.019, 0.091], [0.066, -0.030, -0.053], [-0.010, -0.044, 0.100], [-0.020, 0.016, -0.020], [-0.020, -0.009, 0.005], [0.131, -0.016, -0.053], [0.018, -0.001, -0.006], [0.008, 0.010, -0.015], [0.023, -0.092, 0.055], [0.059, -0.045, -0.014]], "lowdin_charge": [-0.038, -0.387, -0.268, -0.321, -0.253, -0.219, -0.255, -0.112, 0.030, 0.028, 0.059, 0.070, 0.023, 0.082, 0.071, 0.101, 0.095, 0.109, 0.083, 0.108, 0.112, 0.085, -0.698, 0.006, 0.124, 0.140, 0.073, 0.086, 0.066, 0.074, -0.686, 0.011, 0.135, 0.172, 0.085, 0.091, 0.098, 0.058, -0.689, 0.001, 0.141, 0.179, 0.065, 0.091, 0.092, 0.081]}

***

Entry 2:
{"formula": "CH4IP", "method": "the ωB97M-V functional and the def2-TZVPD basis", "total_charge": 0, "e_lumo_ev": [-2.277, -2.275], "relative_energy_kj_mol": 344.69, "species": ["C", "P", "I", "H", "H", "H", "H"], "positions_angstrom": [[-1.279694, 0.466535, -0.122636], [0.309957, -0.134442, 0.022688], [2.844579, -1.841851, -0.463456], [-2.088941, -0.063170, 0.073630], [-1.193613, 1.069541, -0.914603], [1.130082, 1.165384, 0.181794], [0.277629, -0.661997, 1.222582]], "forces_ev_per_angstrom": [[5.125, -0.581, 0.698], [1.560, 2.583, -0.089], [-1.292, 0.745, -0.004], [-3.697, -2.268, 0.781], [-0.964, 2.891, -2.941], [-1.125, -2.139, -0.570], [0.394, -1.231, 2.125]], "lowdin_charge": [-0.230, 0.622, -0.204, -0.043, -0.059, 0.034, -0.119]}

***

Entry 3:
{"formula": "CH3ClS2", "method": "the ωB97M-V functional and the def2-TZVPD basis", "total_charge": 0, "e_lumo_ev": [-0.247, -2.897], "relative_energy_kj_mol": 1.66, "spin_multiplicity": 3, "s_squared": 2.007, "species": ["C", "S", "S", "Cl", "H", "H", "H"], "positions_angstrom": [[1.065019, 0.096754, -0.196016], [0.277662, 0.882828, 1.286197], [-2.039532, -0.822623, 0.889143], [-2.802980, -0.164111, -0.826507], [1.066512, -0.958573, 0.031293], [1.921714, 0.610636, -0.068443], [0.511603, 0.355086, -1.115667]], "forces_ev_per_angstrom": [[-4.247, -0.541, 0.737], [-0.230, -0.096, -0.289], [-0.273, 0.111, -0.353], [0.165, -0.162, 0.338], [0.575, -0.197, -0.414], [3.535, 1.058, -0.441], [0.476, -0.172, 0.423]], "lowdin_spin": [0.061, 0.778, 0.922, 0.210, 0.004, 0.023, 0.001]}

***

Entry 4:
{"formula": "C15H39Cl9O16P4", "method": "the ωB97M-V functional and the def2-TZVPD basis", "total_charge": 0, "e_lumo_ev": 0.348, "relative_energy_kj_mol": 38.52, "species": ["C", "O", "P", "O", "O", "C", "O", "C", "H", "H", "H", "H", "H", "H", "H", "H", "H", "C", "O", "P", "O", "O", "C", "O", "C", "H", "H", "H", "H", "H", "H", "H", "H", "H", "C", "O", "P", "O", "O", "C", "O", "C", "H", "H", "H", "H", "H", "H", "H", "H", "H", "C", "O", "P", "O", "O", "C", "O", "C", "H", "H", "H", "H", "H", "H", "H", "H", "H", "Cl", "C", "Cl", "Cl", "H", "Cl", "C", "Cl", "Cl", "H", "Cl", "C", "Cl", "Cl", "H"], "positions_angstrom": [[-1.559416, -1.884985, 5.447413], [-1.071387, -2.968200, 4.646520], [0.138850, -2.781236, 3.668325], [-0.151489, -2.341987, 2.301692], [1.138760, -1.801064, 4.421526], [1.148586, -0.421476, 4.028286], [0.835019, -4.162829, 3.799631], [1.082226, -4.948211, 2.621539], [-0.768504, -1.375238, 5.990190], [-2.257902, -2.333430, 6.149776], [-2.125524, -1.194062, 4.818693], [2.064940, 0.001120, 4.431109], [0.271656, 0.062241, 4.456179], [1.148318, -0.301870, 2.946246], [0.388550, -4.693604, 1.822280], [0.943969, -5.997823, 2.864494], [2.102587, -4.758383, 2.293166], [8.396393, 1.360464, -2.302821], [7.252023, 1.703620, -1.509803], [6.052093, 0.701582, -1.425690], [6.343070, -0.577568, -0.788346], [5.549569, 0.632921, -2.911701], [4.554130, -0.317768, -3.301810], [4.940385, 1.557727, -0.718539], [4.891800, 1.682030, 0.720846], [8.103607, 0.754368, -3.157731], [9.137305, 0.828822, -1.706015], [8.854555, 2.287990, -2.636971], [3.993303, -0.742607, -2.465975], [5.021035, -1.177070, -3.783584], [3.864017, 0.197368, -3.961937], [5.689662, 1.110325, 1.189332], [3.949392, 1.231989, 1.028167], [4.920385, 2.741515, 0.943594], [-0.853053, 4.082967, -0.642198], [-0.709913, 5.253070, 0.161980], [-1.909405, 5.747995, 1.059043], [-2.310282, 4.789613, 2.099308], [-3.081263, 6.177316, 0.102564], [-4.189073, 5.292635, -0.085706], [-1.423660, 7.138236, 1.558036], [-0.159581, 7.285289, 2.204784], [-0.502826, 3.210658, -0.095045], [-0.357707, 4.249056, -1.592710], [-1.907930, 3.893080, -0.864351], [-4.022933, 4.543505, -0.864381], [-4.996079, 5.929644, -0.443629], [-4.494915, 4.771983, 0.819587], [0.175582, 6.353296, 2.657773], [-0.314531, 8.014965, 2.999035], [0.583149, 7.677230, 1.514009], [-4.019497, -2.067984, -3.843926], [-3.918646, -2.362452, -2.451859], [-3.525415, -3.784659, -1.885544], [-2.387836, -4.473444, -2.496622], [-3.383620, -3.455575, -0.358470], [-2.320364, -2.603798, 0.050296], [-4.893539, -4.586372, -1.893325], [-5.089525, -5.609686, -2.860929], [-5.073445, -1.883643, -4.051173], [-3.638772, -2.892082, -4.449276], [-3.443714, -1.180853, -4.096012], [-1.705118, -2.901550, 0.904532], [-2.742960, -1.655460, 0.393817], [-1.607397, -2.429725, -0.752719], [-5.703084, -5.239605, -3.689931], [-5.575350, -6.461399, -2.395497], [-4.161393, -5.926929, -3.340320], [2.018557, -2.714080, -4.045309], [0.335892, -3.318346, -3.967952], [0.198541, -4.903034, -4.676175], [-0.722993, -2.135659, -4.725756], [0.084217, -3.388194, -2.918564], [-1.018422, 0.654355, -1.457002], [0.539084, 0.236786, -0.711597], [1.824694, 1.172852, -1.444716], [0.808804, -1.482403, -0.834193], [0.467448, 0.514044, 0.331905], [-1.611474, 0.871866, 2.242961], [-3.122570, 1.790116, 2.190907], [-3.753788, 1.988204, 3.818058], [-4.317984, 0.989670, 1.157255], [-2.907888, 2.753806, 1.750986]], "forces_ev_per_angstrom": [[-0.737, -0.165, -0.192], [-0.139, 0.140, 0.436], [0.380, 0.555, -0.020], [-0.251, 0.142, -0.177], [0.036, 0.025, -0.147], [0.107, -0.003, 0.265], [0.108, -0.846, -0.130], [0.131, -0.044, -0.245], [0.145, -0.064, -0.057], [0.082, 0.031, 0.075], [0.158, 0.124, 0.036], [-0.063, 0.071, 0.088], [0.094, 0.268, -0.067], [-0.061, -0.177, -0.030], [0.028, 0.132, 0.038], [0.099, 0.037, 0.235], [-0.007, -0.113, -0.044], [0.286, 0.029, 0.109], [0.479, 0.471, -0.288], [-0.214, -0.286, 0.335], [0.077, -0.446, 0.161], [-0.094, 0.068, -0.252], [-0.211, -0.521, 0.109], [-0.142, 0.336, 0.281], [-0.271, -0.545, -0.605], [0.040, 0.029, -0.054], [-0.184, -0.130, 0.089], [-0.162, 0.050, -0.081], [0.086, 0.356, 0.182], [0.124, 0.228, -0.247], [0.009, -0.083, -0.135], [0.169, 0.195, 0.022], [-0.079, 0.188, 0.131], [0.093, 0.036, 0.222], [-0.775, -0.242, 0.111], [0.329, 0.339, -0.253], [-0.158, -0.466, 0.541], [0.010, -0.254, -0.154], [-0.034, -0.328, -0.220], [-0.804, 0.129, -0.455], [0.166, 0.426, -0.217], [0.034, 0.319, 0.555], [0.343, 0.052, -0.136], [0.328, -0.114, 0.125], [0.045, 0.051, -0.025], [0.372, 0.126, 0.038], [-0.086, -0.073, 0.154], [0.182, 0.213, 0.183], [0.021, -0.053, -0.105], [0.066, -0.046, -0.027], [-0.042, -0.158, -0.150], [-0.262, -0.294, -0.147], [0.469, 0.492, -0.126], [-0.333, 0.093, 0.694], [0.161, 0.131, -0.511], [-0.149, -0.560, 0.365], [0.647, 1.226, 0.402], [0.268, -0.134, 0.032], [-0.048, -0.229, -0.927], [0.034, -0.047, -0.167], [-0.079, 0.000, -0.010], [0.051, 0.056, 0.270], [-0.580, -0.958, -0.166], [-0.087, 0.071, -0.414], [-0.249, 0.083, -0.179], [-0.220, 0.071, 0.322], [-0.030, 0.046, 0.118], [0.164, -0.028, 0.420], [-0.114, -0.191, -0.045], [0.436, 0.323, 0.264], [-0.020, -0.134, -0.190], [-0.082, -0.039, -0.047], [-0.206, -0.021, -0.016], [-0.083, -0.013, -0.010], [-0.519, 0.198, -0.109], [0.254, 0.075, -0.008], [0.393, -0.149, 0.055], [0.026, -0.088, 0.067], [0.027, -0.137, -0.050], [-0.106, -0.152, -0.140], [-0.004, 0.117, -0.004], [0.088, -0.047, -0.023], [0.041, 0.228, 0.272]], "lowdin_charge": [-0.074, -0.185, 0.327, -0.262, -0.209, -0.105, -0.183, -0.067, 0.085, 0.092, 0.080, 0.093, 0.062, 0.060, 0.077, 0.090, 0.094, -0.081, -0.199, 0.283, -0.218, -0.207, -0.123, -0.249, -0.070, 0.085, 0.091, 0.088, 0.056, 0.089, 0.084, 0.087, 0.073, 0.089, -0.093, -0.199, 0.323, -0.236, -0.184, -0.091, -0.187, -0.080, 0.057, 0.097, 0.069, 0.082, 0.092, 0.084, 0.090, 0.092, 0.092, -0.113, -0.210, 0.341, -0.238, -0.182, -0.119, -0.191, -0.105, 0.091, 0.072, 0.064, 0.056, 0.064, 0.016, 0.088, 0.087, 0.079, 0.506, -1.563, 0.569, 0.565, -0.032, 0.544, -1.525, 0.610, 0.618, -0.029, 0.572, -1.534, 0.551, 0.531, -0.042]}

***

Entry 5:
{"formula": "C11H20IIn", "method": "the ωB97M-V functional and the def2-TZVPD basis", "total_charge": 2, "e_lumo_ev": -10.779, "species": ["C", "C", "C", "C", "C", "C", "C", "C", "C", "C", "C", "I", "H", "H", "H", "H", "H", "H", "H", "H", "H", "H", "H", "H", "H", "H", "H", "H", "H", "H", "H", "H", "In"], "positions_angstrom": [[-2.606462, -1.867224, 1.661299], [-2.640371, -0.206925, 1.767894], [-3.764609, 0.697751, 0.948488], [-1.610609, 0.543780, 2.592808], [-0.283253, 1.068106, 1.785550], [0.700244, -0.174129, 1.249165], [1.346691, 0.349923, -0.163004], [2.507135, 1.460603, 0.192030], [2.030849, -0.817222, -1.091065], [2.301285, -0.107441, -2.581244], [1.272918, -0.724444, -3.733740], [1.329891, 0.794534, -5.360763], [-3.602947, -2.271551, 2.128324], [-1.645479, -2.205789, 2.281214], [-2.464660, -2.155550, 0.519783], [-3.268880, 1.062142, -0.074087], [-4.041946, 1.696919, 1.536316], [-4.716928, 0.053467, 0.674480], [-1.737288, 0.746845, 3.748981], [-0.684471, 1.681542, 0.843270], [0.361921, 1.861360, 2.400347], [1.514813, -0.319811, 2.108562], [0.073717, -1.159817, 1.177540], [0.482246, 0.842581, -0.797922], [3.596838, 1.045510, -0.014580], [2.330276, 2.376663, -0.523088], [2.444780, 1.794587, 1.321699], [3.108154, -1.083532, -0.685583], [1.400629, -1.806563, -1.180525], [3.421006, -0.290308, -2.879132], [2.034423, 1.054893, -2.529912], [1.719335, -1.713410, -4.172230], [-0.909249, -2.227491, -3.150874]], "forces_ev_per_angstrom": [[0.681, 1.597, 1.095], [-0.271, 0.354, -0.139], [0.932, -0.017, -0.308], [0.812, -0.040, -1.448], [-1.168, 1.496, 0.168], [-0.031, 0.133, 0.568], [0.503, -0.563, 0.334], [-0.167, 0.315, -0.492], [0.763, 0.844, -0.140], [-1.674, -0.258, 0.144], [3.343, 0.599, -0.244], [-0.588, -1.520, 1.195], [1.840, 0.581, -1.097], [-2.383, 0.514, -1.385], [-0.550, 0.726, 2.328], [-0.897, -0.814, 2.009], [0.646, -2.412, -1.135], [2.125, 1.229, 0.770], [0.472, -1.160, -2.208], [0.725, -1.479, 1.763], [-1.705, -1.961, -1.008], [-1.716, 0.199, -2.064], [1.246, 1.822, -0.121], [1.649, -0.943, 1.255], [-2.383, 0.782, 0.492], [0.569, -1.615, 1.665], [0.151, -0.562, -2.403], [-2.426, 0.334, -0.536], [1.122, 1.881, 0.190], [-2.240, 0.393, 0.320], [0.940, -2.642, 0.009], [-0.877, 1.591, 0.647], [0.556, 0.595, -0.228]], "lowdin_charge": [-0.021, -0.095, -0.023, 0.108, -0.143, -0.138, -0.359, -0.075, -0.184, -0.329, -0.779, 0.831, 0.128, 0.112, 0.112, 0.123, 0.130, 0.124, 0.178, 0.142, 0.146, 0.153, 0.095, 0.135, 0.111, 0.099, 0.092, 0.132, 0.075, 0.138, 0.083, 0.011, 0.890]}